11
Properties=species:S:1:pos:R:3 method="wB97M-V/def2-TZVPD" total_energy_ev=-17564.4114 de_lowest_kj_mol=82.59 smiles="NC(=O)CC=S" spin_multiplicity=1 homo_ev=-8.8 gap_ev=8.66
N -0.4825 0.8553 -1.6665
C -0.7455 0.3672 -0.3876
O -1.7641 0.4720 0.2296
C 0.4519 -0.3801 0.1794
C 0.4097 -0.5254 1.6182
S 1.1539 -1.6258 2.4903
H -1.2809 1.1699 -2.2144
H 0.3577 0.6423 -2.0541
H 1.4379 0.1345 -0.0159
H 0.6364 -1.3582 -0.2477
H -0.1745 0.2483 2.0687